Entry one
Below is 2 unconnected molecules or ions with the total composition C4H12O3, with properties calculated with the ωB97M-V functional and the def2-TZVPD basis.

Geometry (Å):
C  -0.827  1.247  -0.925
O  -0.430  1.622  -2.216
C  -0.626  -0.244  -0.737
C  -0.453  -0.614  0.728
C  -0.605  -2.089  1.040
O  0.804  -0.099  1.209
H  -0.172  1.689  -0.157
H  -1.795  1.601  -0.572
H  -0.377  2.584  -2.268
H  -1.452  -0.895  -1.054
H  0.207  -0.563  -1.378
H  -1.244  -0.065  1.257
H  0.235  -2.621  0.590
H  -0.699  -2.294  2.101
H  -1.438  -2.515  0.466
H  0.923  -0.395  2.120
H  2.051  1.031  0.434
H  3.009  1.194  -0.786
O  2.891  1.427  0.145

The value obtained for the orbital gap is 11.04 eV. The HOMO energy is -0.3782 Eh. As for the SMILES: C[C@@H](O)CCO.O. As for the spin multiplicity: 1.

natural (NBO) atomic charge list, values in e, 8 entries:
1. C -0.06
2. O -0.71
3. C -0.44
4. C 0.11
5. C -0.64
6. O -0.75
7. H 0.16
8. H 0.16


Entry two
Below is 3 unconnected molecules or ions with the total composition C4H12O3, with properties calculated with the ωB97M-V functional and the def2-TZVPD basis.

Geometry (Å):
C  -2.124  -2.152  0.057
C  -0.105  0.321  2.077
O  -0.569  1.574  2.489
C  -1.163  -0.486  1.619
C  -0.886  -1.430  0.725
H  -2.110  -1.768  -0.905
H  -2.942  -1.804  0.666
H  -2.285  -3.395  0.017
H  0.101  -0.280  3.047
H  0.774  0.393  1.470
H  -1.501  1.433  2.802
H  -2.227  -0.242  1.866
H  -0.104  -1.303  0.008
H  2.642  -0.272  -2.061
H  3.374  -1.167  -2.949
O  3.178  -0.205  -2.824
H  0.259  2.134  -3.382
H  1.181  2.731  -2.383
O  0.954  1.884  -2.798

The value obtained for the orbital gap is 9.79 eV. The HOMO energy is -0.3348 Eh. As for the SMILES: C/C=C/CO.O.O. As for the spin multiplicity: 1.

natural (NBO) atomic charge list, values in e, 8 entries:
1. C -0.62
2. C -0.10
3. O -0.70
4. C -0.21
5. C -0.20
6. H 0.20
7. H 0.20
8. H 0.20


Entry three
Below is 3 unconnected molecules or ions with the total composition C4H12O3, with properties calculated with the ωB97M-V functional and the def2-TZVPD basis.

Geometry (Å):
C  -0.052  0.820  1.972
C  0.148  -1.168  -1.388
O  -1.061  -1.738  -1.870
C  0.066  -0.817  0.067
C  0.049  0.421  0.535
H  0.774  1.490  2.204
H  -0.984  1.329  2.196
H  -0.005  -0.022  2.657
H  0.975  -1.848  -1.570
H  0.337  -0.258  -1.952
H  -1.328  -2.461  -1.282
H  -0.048  -1.649  0.760
H  0.293  1.209  -0.169
H  2.503  0.587  0.081
H  3.721  0.144  -0.731
O  3.107  0.878  -0.612
H  -3.149  1.198  -0.986
H  -2.485  0.514  0.164
O  -2.861  1.371  -0.075

The value obtained for the orbital gap is 10.63 eV. The HOMO energy is -0.3660 Eh. As for the SMILES: C/C=C/CO.O.O. As for the spin multiplicity: 1.

natural (NBO) atomic charge list, values in e, 8 entries:
1. C -0.65
2. C -0.10
3. O -0.71
4. C -0.24
5. C -0.17
6. H 0.22
7. H 0.23
8. H 0.21


Of the structures shown above, entry two is the least stable.